No. 1
Entry from the Open Molecules 2025 dataset: C74H70CaGe2N3O4PS4Se as an isolated structure (ωB97M-V/def2-TZVPD).

Last column: Mulliken charge in e.
Cartesian coordinates (Å):
Ca1 -1.3906 -0.0152 -1.3618  1.02
C1 -4.7263 -4.1431 2.0892  -1.26
C2 -3.8067 -3.1478 2.7457  0.77
C3 -2.4881 -3.4633 3.0366  -1.27
C4 -1.6354 -2.5494 3.6454  0.88
C5 -0.2172 -2.9455 3.9658  -1.49
C6 -2.1172 -1.2738 3.9647  0.29
C7 -3.4548 -0.9496 3.7087  1.23
C8 -4.0288 0.4078 4.0219  -1.66
C9 -4.2726 -1.8883 3.0956  -0.66
C10 -1.2262 -0.3226 4.6952  -0.46
C11 -1.4572 -0.2450 6.0689  0.20
C12 -0.6751 0.5502 6.8857  -1.15
C13 0.3773 1.2512 6.3297  0.26
C14 0.6416 1.1778 4.9620  -1.51
C15 -0.1706 0.4087 4.1149  0.56
Ge1 0.0436 0.4535 2.0868  0.41
S1 -1.8984 0.5223 1.1910  -0.73
S2 1.4021 2.1039 1.2553  -0.04
Ge2 2.1997 0.4361 -0.0920  0.04
S3 1.2179 0.1848 -1.9815  -0.75
S4 1.5342 -1.1678 1.4176  -0.29
C16 4.2049 0.5176 -0.3664  -0.37
C17 4.7886 1.6562 -0.9513  -0.24
C18 6.1674 1.7120 -1.1385  0.01
C19 6.9768 0.6410 -0.7989  -1.19
C20 6.4020 -0.5007 -0.2722  -0.17
C21 5.0267 -0.5735 -0.0532  -0.26
C22 4.5028 -1.8474 0.5260  0.18
C23 3.9081 -2.8243 -0.2780  1.90
C24 3.7222 -2.6562 -1.7615  -1.61
C25 3.4803 -4.0132 0.3132  -1.02
C26 3.6350 -4.2539 1.6653  0.92
C27 3.1746 -5.5446 2.2910  -1.55
C28 4.2425 -3.2770 2.4478  -0.70
C29 4.6805 -2.0842 1.8990  0.92
C30 5.3195 -1.0375 2.7737  -1.69
C31 3.9732 2.8050 -1.4413  0.26
C32 3.5509 2.8439 -2.7749  1.16
C33 3.9504 1.7996 -3.7843  -1.27
C34 2.7195 3.8843 -3.1823  -0.97
C35 2.3336 4.8923 -2.3139  0.70
C36 1.3899 5.9788 -2.7503  -1.49
C37 2.8528 4.8886 -1.0231  -1.04
C38 3.6693 3.8633 -0.5755  0.72
C39 4.2534 3.8945 0.8115  -0.70
C40 1.8650 1.9106 4.5209  1.11
C41 1.8192 3.2770 4.2452  0.91
C42 0.5126 4.0233 4.1657  -1.98
C43 3.0035 3.9582 3.9804  -0.07
C44 4.2265 3.3112 3.9835  0.44
C45 5.5099 4.0524 3.7144  -1.76
C46 4.2526 1.9457 4.2443  -0.60
C47 3.0937 1.2317 4.5106  0.72
C48 3.1640 -0.2506 4.7622  -1.78
H1 -4.1699 -4.9995 1.7078  0.32
H2 -5.2587 -3.6830 1.2561  0.04
H3 -5.4687 -4.5100 2.8036  0.38
H4 -2.1043 -4.4434 2.7708  0.26
H5 -0.0988 -4.0285 3.9149  0.52
H6 0.0713 -2.6023 4.9607  0.31
H7 0.4790 -2.5017 3.2522  -0.02
H8 -3.3571 0.9969 4.6417  0.24
H9 -4.9914 0.3112 4.5301  0.52
H10 -4.1828 0.9531 3.0893  0.15
H11 -5.2989 -1.6208 2.8582  0.27
H12 -2.2714 -0.8243 6.4898  0.42
H13 -0.8765 0.6099 7.9491  0.32
H14 1.0198 1.8625 6.9537  0.46
H15 6.5968 2.6039 -1.5816  0.47
H16 8.0475 0.6904 -0.9607  0.37
H17 7.0150 -1.3648 -0.0399  0.51
H18 4.3042 -1.8247 -2.1541  0.23
H19 2.6743 -2.4517 -1.9886  -0.13
H20 4.0070 -3.5697 -2.2883  0.66
H21 2.9983 -4.7592 -0.3110  0.32
H22 2.7142 -6.1944 1.5471  0.35
H23 2.4432 -5.3503 3.0780  0.26
H24 4.0155 -6.0785 2.7402  0.36
H25 4.3599 -3.4481 3.5143  0.27
H26 5.2199 -1.3058 3.8261  0.48
H27 4.8469 -0.0673 2.6092  0.02
H28 6.3816 -0.9301 2.5450  0.50
H29 4.8202 1.2293 -3.4628  0.24
H30 4.1698 2.2653 -4.7469  0.57
H31 3.1228 1.1026 -3.9234  -0.24
H32 2.3445 3.8841 -4.2008  0.30
H33 1.0729 5.8346 -3.7816  0.35
H34 1.8578 6.9634 -2.6613  0.34
H35 0.4933 5.9752 -2.1295  0.31
H36 2.5873 5.6936 -0.3443  0.38
H37 3.9725 4.8155 1.3239  0.46
H38 5.3438 3.8294 0.7712  0.32
H39 3.8879 3.0561 1.4071  -0.29
H40 -0.3227 3.4042 4.4851  0.28
H41 0.3336 4.3177 3.1286  0.26
H42 0.5384 4.9270 4.7783  0.52
H43 2.9575 5.0183 3.7484  0.29
H44 5.3139 5.0930 3.4551  0.36
H45 6.0558 3.5914 2.8888  0.28
H46 6.1590 4.0334 4.5934  0.44
H47 5.2071 1.4278 4.2413  0.37
H48 4.1748 -0.5505 5.0429  0.52
H49 2.8893 -0.7905 3.8513  0.03
H50 2.4721 -0.5557 5.5478  0.55
N1 -2.5847 0.6402 -4.8693  0.31
C49 -3.8521 0.2042 -5.0806  0.43
C50 -4.2690 -0.0135 -6.4091  -0.77
C51 -5.5517 -0.4104 -6.7055  -0.56
C52 -6.4850 -0.5702 -5.6891  -1.11
C53 -6.0851 -0.3768 -4.3801  -0.16
C54 -4.7760 -0.0362 -4.0351  0.31
P1 -4.3405 0.0096 -2.2247  1.38
C55 -5.3287 -1.4669 -1.7084  0.98
C56 -6.6833 -1.4900 -1.3767  -0.41
C57 -7.3225 -2.6925 -1.1104  -0.78
C58 -6.6194 -3.8881 -1.1619  -0.49
C59 -5.2669 -3.8754 -1.4683  -0.64
C60 -4.6259 -2.6734 -1.7292  -0.93
C61 -5.4379 1.3671 -1.6706  0.31
C62 -5.8106 2.4140 -2.5059  -0.57
C63 -6.5828 3.4601 -2.0208  -0.66
C64 -7.0006 3.4620 -0.7001  -0.54
C65 -6.6294 2.4240 0.1448  -0.73
C66 -5.8396 1.3924 -0.3329  -0.69
H51 -2.0687 1.0154 -5.6464  0.29
H52 -2.3792 1.0628 -3.9811  -0.47
H53 -3.5482 0.1479 -7.2034  0.35
H54 -5.8372 -0.5805 -7.7373  0.35
H55 -7.5062 -0.8554 -5.9102  0.41
H56 -6.8118 -0.4939 -3.5888  0.32
H57 -7.2495 -0.5687 -1.3231  0.44
H58 -8.3791 -2.6952 -0.8674  0.40
H59 -7.1245 -4.8239 -0.9519  0.36
H60 -4.6978 -4.7964 -1.5010  0.49
H61 -3.5660 -2.6679 -1.9503  -0.10
H62 -5.4844 2.4177 -3.5370  0.54
H63 -6.8392 4.2818 -2.6772  0.40
H64 -7.5956 4.2844 -0.3206  0.35
H65 -6.9518 2.4269 1.1793  0.42
H66 -5.5218 0.5965 0.3320  0.74
Se1 -2.7463 4.6602 -3.2008  -0.32
C67 -2.2805 3.0791 -2.6063  0.00
N2 -1.9787 2.0147 -2.2230  -1.16
O1 -1.7091 -3.9545 -2.4895  -0.74
C68 -1.2481 -2.8777 -2.8637  -0.29
O2 -1.5994 -1.7239 -2.4436  0.96
C69 -0.1499 -2.9345 -3.9313  -0.39
C70 0.2536 -4.1688 -4.4209  -0.58
C71 1.2307 -4.2627 -5.4048  -0.66
C72 1.8075 -3.1147 -5.9133  -0.55
C73 1.3994 -1.8828 -5.4194  -0.37
C74 0.4359 -1.7809 -4.4284  0.64
N3 1.9807 -0.6769 -5.9807  1.12
O3 1.3567 0.3655 -5.8813  -0.56
O4 3.0686 -0.7611 -6.5271  -0.66
H67 -0.2186 -5.0532 -4.0131  0.51
H68 1.5397 -5.2301 -5.7793  0.40
H69 2.5560 -3.1491 -6.6921  0.48
H70 0.1642 -0.8245 -4.0232  0.80

Computed properties:
frontier orbital gap	6.8	eV
2S+1	1
charge	-2
E_LUMO	3.633	eV
HOMO level	-3.20	eV
energy relative to the best compared isomer or geometry (same formula, charge and spin)	0.0193	eV
F_max	2.29	eV Å⁻¹

No. 2
Entry from the Open Molecules 2025 dataset: a 10-piece molecular cluster, C75H160N5O5 overall (ωB97M-V/def2-TZVPD).

Last column: Mulliken charge in e.
Cartesian coordinates (Å):
C1 4.9243 2.9499 5.8849  -1.56
C2 4.3299 2.7079 4.4853  0.17
C3 5.1979 1.9115 3.5406  -0.73
C4 4.3608 1.0781 2.4975  0.15
C5 5.2216 0.2613 1.4627  1.01
C6 6.1978 -0.6787 2.0019  -2.05
H1 5.1759 1.9812 6.3888  0.35
H2 4.1824 3.4643 6.5169  0.40
H3 5.8404 3.5229 5.8579  0.33
H4 3.4048 2.1817 4.5929  0.10
H5 4.1047 3.6844 4.0958  0.30
H6 5.7599 1.2223 4.1478  0.37
H7 5.9168 2.5924 3.0812  0.24
H8 3.8041 0.3831 3.1157  0.49
H9 3.6107 1.7185 2.0371  -0.48
H10 4.5494 -0.1745 0.7153  0.09
H11 5.8019 0.9978 0.9692  -0.36
H12 6.9736 -0.1170 2.4638  0.51
H13 5.9185 -1.3553 2.7908  0.43
H14 6.6924 -1.2890 1.2368  0.31
C7 -8.4486 2.0355 0.7858  -0.86
C8 -7.8866 3.1302 1.6515  0.03
C9 -6.4817 3.7471 1.2602  -1.34
C10 -5.2863 2.7583 1.3181  1.89
C11 -4.0032 3.3028 0.7472  1.11
C12 -3.9852 3.4361 -0.7731  -1.16
H15 -9.3784 1.6973 1.2172  0.46
H16 -7.8761 1.1034 0.8285  -0.03
H17 -8.5942 2.3153 -0.2298  0.19
H18 -8.6613 3.9063 1.6709  0.35
H19 -7.7106 2.6321 2.5982  -0.10
H20 -6.2486 4.4984 1.9948  0.43
H21 -6.4757 4.1297 0.2782  0.44
H22 -5.1884 2.3523 2.3305  0.24
H23 -5.5226 1.8409 0.7468  -1.56
H24 -3.8370 4.2546 1.2425  0.15
H25 -3.1732 2.6910 1.0535  -1.10
H26 -4.3371 2.5091 -1.1629  -0.08
H27 -4.5817 4.2725 -1.1691  0.49
H28 -2.9540 3.6486 -1.1817  0.29
C13 -7.5615 2.7253 -3.6173  -1.63
C14 -6.3893 2.0492 -3.0653  1.02
C15 -6.5078 0.4927 -3.1610  -1.00
C16 -5.4407 -0.2442 -2.3403  1.91
C17 -5.7033 -1.7376 -2.1470  -0.19
C18 -6.2861 -2.1062 -0.8004  -1.09
H29 -8.4039 2.7650 -2.8622  0.24
H30 -7.9020 2.2483 -4.5351  0.36
H31 -7.4875 3.7784 -3.6931  0.48
H32 -5.4551 2.3887 -3.6171  0.25
H33 -6.2214 2.2708 -2.0014  -0.61
H34 -6.6095 0.0527 -4.1311  0.38
H35 -7.4550 0.2997 -2.5597  0.20
H36 -4.4942 -0.1528 -2.8388  0.10
H37 -5.4058 0.2888 -1.4070  -1.26
H38 -6.4585 -2.0643 -2.9045  0.57
H39 -4.7277 -2.2582 -2.2751  -0.30
H40 -5.6609 -1.6264 -0.0238  -0.17
H41 -7.3201 -1.7088 -0.7118  0.34
H42 -6.2261 -3.1911 -0.7172  0.51
C19 2.6883 1.6994 -2.4683  -1.43
C20 2.0070 0.9956 -1.2666  1.79
C21 0.5260 1.1850 -1.3357  -1.49
C22 -0.1778 0.2468 -0.3331  0.88
C23 -1.6770 0.4378 -0.3322  0.68
C24 -2.3862 -0.4660 0.7359  -0.70
H43 3.7605 1.7926 -2.3484  0.06
H44 2.1872 2.6882 -2.4957  0.49
H45 2.4270 1.2191 -3.4021  0.28
H46 2.1311 -0.0971 -1.2942  -0.57
H47 2.4855 1.2377 -0.2979  -0.84
H48 0.2103 0.9755 -2.3310  0.73
H49 0.2492 2.2341 -1.1329  0.68
H50 0.1103 -0.7720 -0.6142  -0.69
H51 0.3007 0.4086 0.6261  0.49
H52 -1.8364 1.4898 -0.1672  -0.86
H53 -2.0389 0.2801 -1.3632  0.32
H54 -3.0751 0.1077 1.3647  -0.11
H55 -3.0031 -1.2246 0.2220  0.03
H56 -1.7200 -1.0296 1.4298  0.40
C25 7.7180 -6.3460 -0.8522  -1.10
C26 8.2966 -4.9653 -1.3015  -0.78
C27 7.3373 -3.8446 -1.1080  -0.08
C28 6.1312 -3.8588 -2.0361  -0.49
C29 5.2770 -2.6225 -2.0887  1.69
C30 4.1083 -2.6415 -3.0455  -1.73
H57 6.8865 -6.7328 -1.4702  0.28
H58 7.1846 -6.1668 0.1077  0.28
H59 8.5174 -7.1354 -0.7243  0.33
H60 9.2364 -4.7911 -0.8117  0.43
H61 8.5475 -5.0243 -2.3567  0.32
H62 7.9464 -2.9731 -1.3706  0.08
H63 6.9319 -3.7022 -0.0903  0.25
H64 6.4947 -3.9680 -3.0896  0.24
H65 5.4238 -4.6141 -1.7215  0.11
H66 4.8341 -2.4718 -1.1002  -0.22
H67 5.9463 -1.7210 -2.2485  -0.77
H68 4.4557 -2.6456 -4.0704  0.53
H69 3.6153 -3.5642 -2.8416  0.38
H70 3.4866 -1.7982 -2.9724  0.28
C31 6.8261 1.5065 -1.1554  -2.69
C32 7.6099 1.8314 -2.4564  1.64
C33 6.5955 2.4209 -3.5114  -0.72
C34 7.2767 3.3186 -4.4791  -1.14
C35 8.1530 4.4127 -3.7076  -1.24
C36 9.2821 3.8016 -2.8300  1.36
N1 8.6258 2.8645 -1.9423  0.79
O1 9.1098 2.5973 -0.7812  -0.62
C37 10.3833 3.0465 -3.6969  -1.63
C38 9.8745 4.8645 -1.9681  -1.70
C39 8.2736 0.5294 -2.9692  -1.64
H71 6.1131 0.6878 -1.2036  0.45
H72 6.2147 2.3413 -0.8303  0.43
H73 7.3965 1.0907 -0.3800  0.92
H74 6.1864 1.4993 -3.9556  0.42
H75 5.7605 2.9696 -3.0438  0.31
H76 6.5114 3.8499 -4.9849  0.47
H77 7.7858 2.7264 -5.2146  0.40
H78 7.5069 5.0237 -3.0966  0.42
H79 8.6353 5.1037 -4.4536  0.45
H80 9.8825 2.4377 -4.4396  0.35
H81 11.0620 3.7480 -4.2490  0.38
H82 11.0045 2.5053 -3.0264  0.40
H83 10.7493 4.3429 -1.5247  0.38
H84 10.2246 5.7822 -2.4582  0.35
H85 9.2721 5.1412 -1.0698  0.38
H86 8.9778 0.0865 -2.2078  0.43
H87 8.9304 0.7601 -3.8102  0.29
H88 7.6391 -0.2851 -3.1928  0.39
C40 -0.1515 -3.5535 -4.3730  -1.37
C41 -0.3673 -2.1866 -5.0689  2.26
C42 0.0443 -1.9641 -6.4408  -1.53
C43 -0.7986 -2.6317 -7.5585  -0.96
C44 -2.3037 -2.0415 -7.3543  -1.33
C45 -2.9689 -2.2980 -5.9161  1.44
N2 -1.8998 -1.6044 -4.9594  -0.57
O2 -2.2936 -1.5799 -3.6196  0.36
C46 -4.2515 -1.3637 -5.7485  -1.40
C47 -3.3523 -3.7467 -5.5974  -1.10
C48 0.4084 -1.0043 -4.1139  -1.34
H89 -0.9770 -3.6844 -3.6819  0.41
H90 0.9008 -3.7108 -3.9900  0.05
H91 -0.3921 -4.5230 -4.8987  0.31
H92 -0.1270 -0.9094 -6.7327  0.46
H93 1.1327 -1.9881 -6.5571  0.49
H94 -0.7520 -3.7173 -7.7081  0.39
H95 -0.4152 -2.2308 -8.4739  0.49
H96 -3.0525 -2.1160 -8.1609  0.42
H97 -1.9896 -0.9614 -7.3237  0.38
H98 -4.9365 -1.6505 -6.5803  0.48
H99 -4.6950 -1.6207 -4.7529  -0.06
H100 -4.0605 -0.2750 -5.8758  0.40
H101 -4.0268 -4.3772 -6.2633  0.30
H102 -2.4766 -4.3748 -5.2663  0.21
H103 -3.7886 -3.5900 -4.6195  0.24
H104 -0.3334 -0.1453 -4.0247  0.34
H105 1.4131 -0.7722 -4.4721  0.37
H106 0.3615 -1.4684 -3.1308  -0.22
C49 -8.3806 0.5564 6.5309  -1.79
C50 -6.9281 -0.0200 6.2295  1.39
C51 -6.7589 -1.3817 6.8068  -1.08
C52 -5.4851 -2.0691 6.2563  -0.89
C53 -5.5268 -2.1766 4.7025  -1.08
C54 -5.6980 -0.8463 4.0564  1.91
N3 -6.7627 -0.0418 4.7255  0.21
O3 -7.2413 0.9926 4.0529  -0.38
C55 -4.3640 -0.0091 4.1130  -2.11
C56 -6.0111 -0.9400 2.5629  -1.65
C57 -5.9920 1.0878 6.7782  -1.57
H107 -8.5636 0.4317 7.6220  0.42
H108 -9.1622 -0.0018 5.9936  0.40
H109 -8.5656 1.6178 6.3361  0.33
H110 -6.6163 -1.2396 7.8701  0.53
H111 -7.5183 -2.0862 6.5619  0.36
H112 -5.3716 -3.0347 6.7393  0.45
H113 -4.5764 -1.5592 6.5054  0.37
H114 -6.3351 -2.7569 4.3017  0.52
H115 -4.5849 -2.6543 4.4628  0.27
H116 -3.5646 -0.5287 3.5436  0.26
H117 -4.6463 0.9836 3.7630  0.65
H118 -4.1231 0.1452 5.1662  0.43
H119 -7.0428 -1.2891 2.4521  0.73
H120 -5.9473 0.0510 2.0147  -0.07
H121 -5.2625 -1.5992 2.1139  0.32
H122 -6.2139 2.0696 6.2919  0.32
H123 -4.9423 0.9548 6.5569  0.34
H124 -6.1603 1.2706 7.8507  0.46
C58 -0.6736 -6.0891 3.1043  -1.76
C59 -0.4360 -5.7975 1.6950  1.40
C60 -1.5772 -4.8654 1.1493  -1.32
C61 -1.2389 -4.2967 -0.2748  -1.11
C62 -0.0200 -3.4461 0.0388  0.39
C63 1.2460 -4.2206 0.4061  1.74
N4 0.7817 -5.0801 1.6031  0.75
O4 1.7589 -5.7793 2.1583  -0.64
C64 1.8260 -5.0677 -0.6656  -1.00
C65 2.2869 -3.2795 1.0050  -1.63
C66 -0.4351 -7.1648 0.8937  -1.66
H125 -0.0725 -6.9426 3.3643  0.37
H126 -1.7664 -6.1822 3.1885  0.41
H127 -0.3433 -5.2325 3.6959  0.43
H128 -2.5552 -5.4556 1.0170  0.44
H129 -1.7626 -4.0954 1.9220  0.36
H130 -2.0373 -3.7001 -0.7577  0.12
H131 -0.9973 -5.1006 -0.9500  0.49
H132 -0.1944 -2.7326 0.8861  0.30
H133 0.0529 -2.8745 -0.8911  -1.20
H134 2.8308 -5.4505 -0.4113  0.43
H135 1.1401 -5.7874 -1.1286  0.18
H136 2.0077 -4.3149 -1.4241  0.05
H137 3.0448 -4.0474 1.3132  0.60
H138 2.5915 -2.6430 0.1560  0.09
H139 1.8869 -2.7523 1.8920  0.37
H140 -0.3774 -7.2366 -0.1928  0.27
H141 -1.4390 -7.5390 1.2628  0.43
H142 0.3119 -7.7942 1.3360  0.46
C67 0.8969 6.2286 2.7642  -1.58
C68 -0.2132 5.2894 2.1069  1.45
C69 0.3865 4.2172 1.2997  -0.86
C70 1.0735 3.0125 2.0323  2.15
C71 -0.0083 2.2853 2.8834  -0.66
C72 -0.7309 3.2799 3.8310  1.84
N5 -0.9415 4.5545 3.1849  1.16
O5 -1.5431 5.4337 4.0598  -0.66
C73 -2.1184 2.8294 4.2054  -1.89
C74 0.1168 3.3284 5.1463  -1.75
C75 -1.3130 6.1195 1.4428  -1.36
H143 1.4682 6.6841 1.8984  0.37
H144 1.5937 5.6885 3.4355  0.21
H145 0.4846 7.0564 3.2909  0.44
H146 -0.4579 3.7802 0.7226  -0.49
H147 1.0158 4.6800 0.5225  0.72
H148 1.8834 3.4741 2.6251  -0.26
H149 1.6326 2.3399 1.3596  -1.63
H150 0.4337 1.4662 3.4121  1.17
H151 -0.8074 2.0381 2.2345  -1.05
H152 -2.7660 2.4641 3.3568  -0.24
H153 -2.0579 2.0859 4.9846  0.47
H154 -2.6361 3.6770 4.6872  0.71
H155 0.0555 2.2910 5.5485  0.45
H156 1.1899 3.4733 4.8647  0.19
H157 -0.2383 4.0354 5.8935  0.35
H158 -1.6722 6.7929 2.2138  0.49
H159 -2.1197 5.4601 1.2904  -0.05
H160 -0.9805 6.6646 0.5685  0.35

Computed properties:
frontier orbital gap (spin up / spin down)	8.3 / 8.7	eV
2S+1	6
E_LUMO (spin up / spin down)	0.419 / -0.630	eV
HOMO level (spin up / spin down)	-7.93 / -9.37	eV
F_max	5.58	eV Å⁻¹

no.,energy (eV),molecular weight (g/mol)
1,-339994.2492,1488.89
2,-98044.3285,1212.14